The following is a quantum chemistry calculation of a cluster of 18 separate species, C72H90N18 in total in a non-equilibrium geometry, from OMol25.

For the total energy, the calculation gives -3782.95943 Ha. As for the relative energy (zero: lowest compared OMol25 entry of this formula, charge and spin): 39.3 kcal/mol. The gap between HOMO and LUMO comes out at 8.3 eV. Its total charge is 0. The lowest unoccupied orbital energy comes out at 0.403 eV.

XYZ file:
```
180
Properties=species:S:1:pos:R:3:forces:R:3
C 31.52772 -0.51154 -4.04902 -0.5 -0.6 -1.0
H 27.40874 1.02786 -3.53638 0.1 0.0 0.1
H 25.16987 -0.11175 -2.62140 0.2 -0.1 0.0
H 29.42935 -0.09324 -3.69255 0.0 -0.1 0.3
H 26.30147 5.16173 -12.39294 0.2 -0.1 0.4
H 22.33928 5.52584 -9.66422 0.3 -0.3 -0.1
H 30.40869 5.49012 -9.49738 0.1 0.0 0.2
H 23.02209 5.74723 -6.41191 0.2 0.1 0.1
C 24.14546 -3.41085 -2.91500 0.7 2.1 1.7
H 19.35856 4.12744 -12.21408 0.1 0.0 0.0
H 33.57171 -0.78492 -3.61930 -0.2 -0.2 0.2
H 30.99536 2.82476 -11.97605 -0.5 0.1 -0.2
N 32.61869 -0.83614 -3.28881 -1.6 1.0 0.8
C 30.62270 2.91986 -10.96686 1.1 -0.4 -2.8
N 22.87990 2.89856 -3.85122 -0.8 0.7 0.3
H 28.18009 -4.73280 -5.55773 0.0 -0.1 -0.1
C 22.93256 2.81933 -6.05608 1.9 0.8 0.5
C 27.42368 5.80953 -4.38706 2.4 -0.6 0.8
H 28.26755 -4.29018 -8.24336 0.2 0.1 0.1
H 23.03821 -2.31240 -9.77828 -0.2 0.2 0.1
C 25.61062 6.53577 -10.92277 -0.5 -0.6 -0.9
H 20.40007 8.57344 -8.33056 0.2 0.2 0.2
H 22.37236 9.85729 -7.18922 -0.2 -0.3 0.0
H 26.89884 -0.09658 -7.14583 -0.1 0.2 0.1
H 25.26517 4.52384 -8.35809 0.3 0.0 0.0
N 29.31542 -6.11839 -8.29308 -0.3 -0.5 -0.7
C 30.17986 -1.29579 -8.84260 -0.4 -0.4 1.0
H 24.09060 -2.67022 -2.13087 -0.4 -0.1 0.0
H 32.48275 1.94509 -5.93134 0.3 0.2 -0.3
C 27.66863 -0.22843 -11.72116 0.4 -0.1 0.1
H 30.62583 -3.10814 -7.65892 0.2 0.0 -0.1
H 20.80520 3.48369 -6.33697 0.1 -0.2 0.0
C 20.32186 4.20295 -11.73163 -0.4 1.1 0.1
N 25.07273 1.55303 -1.31949 0.4 0.0 -0.6
H 20.83611 6.03527 -7.90774 0.2 -0.2 0.2
C 23.28772 -0.57228 -8.36658 0.9 0.2 2.1
H 23.77911 -6.14029 -4.42613 -0.1 0.3 0.1
H 26.83296 1.03905 -10.04479 0.1 -0.1 0.0
H 27.29928 5.66340 -3.32424 0.1 -0.1 -0.1
N 29.39382 2.84280 -9.16825 0.8 0.9 1.0
H 24.26905 -2.26181 -5.75945 -0.1 0.1 0.0
C 21.20398 8.14664 -7.74921 1.0 -0.7 -0.3
C 28.60119 -5.36952 -6.32171 0.1 -0.8 -0.3
C 30.29202 -4.85112 -1.12516 1.2 -0.6 0.1
C 33.41637 3.95111 -5.29248 -1.1 -0.5 -2.3
C 21.64337 3.23723 -5.70204 -0.5 -0.4 1.1
H 22.92805 0.27907 -8.92536 0.3 0.1 0.2
H 24.79272 2.59193 -4.80549 -0.1 -0.2 0.3
C 30.71020 3.00471 -8.78073 -0.3 -0.6 0.9
H 25.53179 -4.84953 -5.55838 0.2 0.3 0.1
C 20.59569 5.07729 -10.68258 -1.2 -0.5 -0.7
H 28.08015 7.92454 -5.81214 -0.1 0.6 0.0
H 29.61526 2.78628 -5.27440 0.1 -0.2 -0.1
H 31.63204 -0.43715 -5.12139 -0.2 -0.3 -0.1
N 31.69134 -5.20394 -2.81470 0.2 -0.8 -0.7
C 32.66178 2.76869 -5.25604 1.2 -0.4 -0.7
H 30.00300 9.09989 -4.75204 -0.1 0.2 -0.1
C 25.85997 2.63599 -1.21569 0.0 2.4 2.2
H 30.01705 -8.09489 -7.66416 0.1 0.3 -0.2
H 26.63053 11.78239 -5.32928 0.1 0.0 0.1
H 24.75389 7.05303 -8.96800 0.0 0.1 -0.1
H 19.97354 5.81426 -10.19659 -0.1 -0.2 0.0
N 28.05953 8.91913 -5.63759 0.5 -0.9 0.6
H 23.29292 2.67840 -7.06440 0.1 0.1 0.0
C 25.21279 6.33290 -9.62925 -0.1 0.9 0.0
C 28.80715 2.27685 -5.77823 -0.7 -0.5 -1.1
H 31.02342 3.09171 -7.75082 -0.3 -0.1 0.0
H 26.37313 -3.08872 -10.79843 0.1 0.0 0.5
H 32.56488 2.93210 -9.90721 -0.1 0.2 -0.1
H 29.43014 -6.07520 -9.29561 0.2 -0.5 0.3
H 22.73819 -5.00670 -2.41954 0.0 0.0 -0.2
H 29.66610 6.01627 -4.66913 -0.1 -0.1 0.4
C 32.07909 -1.38111 -7.68282 0.7 0.3 1.2
C 21.61230 3.23710 -4.32401 0.6 -0.4 1.0
N 32.18698 2.62101 -4.00122 0.1 1.6 0.4
C 29.18944 -6.66787 -6.16124 0.1 -0.2 -0.3
H 25.81901 -2.57086 -4.10750 0.1 0.1 0.3
C 27.28471 10.92451 -5.27936 -1.9 0.7 -1.4
C 27.33399 0.80911 -6.74990 -1.5 2.3 0.1
C 23.72896 2.76293 -4.88002 -0.8 -0.9 -2.6
C 25.67534 0.76648 -2.24778 0.0 -0.8 -1.4
H 31.66959 7.38934 -7.98480 -0.1 0.2 0.1
H 23.48670 3.74911 -11.00767 0.0 -0.2 -0.2
H 30.36510 -3.50752 -2.84761 0.3 -0.1 -0.2
N 27.72144 3.00506 -6.21682 -0.6 -2.1 0.3
C 23.25698 -1.90810 -8.80100 0.7 -1.1 0.9
N 26.04269 5.31594 -11.42891 0.9 0.8 1.1
N 28.83913 6.91103 -9.47659 -1.0 0.0 -0.8
C 26.99552 2.55597 -1.97594 -0.7 1.3 0.5
H 29.24001 0.11411 -6.02538 0.3 0.1 0.1
H 29.22122 -1.37405 -9.33380 0.0 -0.4 0.1
C 32.20190 -0.70430 -1.97511 0.0 0.9 0.2
H 23.86591 -3.74498 -7.60861 -0.2 -0.1 -0.4
N 23.92528 -1.91443 -6.64333 0.4 1.1 -1.3
C 23.10846 7.96695 -6.54703 -0.8 0.4 -0.5
H 32.97018 -0.70614 -1.21606 -0.3 -0.3 0.2
C 29.07608 9.59380 -5.00357 -0.9 0.3 -0.9
H 27.63336 4.00797 -6.13622 -0.4 -0.2 0.1
C 28.65304 5.95995 -5.03917 1.1 0.3 2.0
C 30.07208 6.44625 -9.12467 -0.3 0.0 -0.4
C 31.86118 -6.28120 -1.96207 0.3 0.8 0.3
C 23.78740 -0.60054 -7.02320 -1.2 -0.1 -0.6
H 23.94987 8.34440 -5.98492 -0.1 -0.1 -0.1
N 22.23487 8.85670 -7.18780 0.5 -0.7 0.7
C 28.59640 10.88447 -4.90093 2.2 0.7 1.8
C 30.74204 -4.37533 -2.32683 -1.1 0.6 0.3
C 28.60976 8.19421 -9.03624 1.4 -1.0 0.3
N 24.05773 -5.23135 -4.08511 -0.2 -0.6 -1.2
C 29.61084 -7.12852 -7.40433 -0.4 0.8 1.0
N 21.87491 4.90265 -10.30927 0.4 -0.4 -0.8
N 28.47595 6.19626 -6.35034 -2.9 -1.3 0.7
C 26.84833 -2.12094 -10.86164 -0.4 0.1 -0.9
H 26.09086 9.33668 -6.29759 0.1 0.0 0.1
C 26.97967 9.70551 -5.80730 -0.5 -0.5 -0.1
C 26.99937 0.09648 -10.54506 0.8 -0.2 -0.9
C 25.12988 -3.37184 -3.88406 1.7 1.8 -1.9
H 33.63014 5.61043 -3.95116 -0.3 -0.1 0.5
C 26.81957 1.41231 -2.71694 -0.6 -2.6 -0.6
H 32.22711 3.80055 -2.25772 -0.1 0.3 -0.1
C 27.55248 -1.63652 -11.95132 -0.5 0.8 1.2
C 32.48502 3.76310 -3.30580 -0.1 0.6 0.7
H 31.07134 -6.56627 0.07927 0.0 -0.3 -0.2
C 26.42974 5.79357 -5.35041 0.4 0.7 0.1
H 24.22490 1.40902 -0.78984 0.3 -0.2 -0.3
C 28.57467 0.95229 -6.17092 2.1 0.1 1.2
H 20.84985 3.36544 -3.56996 -0.2 0.2 -0.4
C 23.68836 -2.68584 -7.72301 -0.4 -0.9 -0.6
C 22.44150 3.97462 -11.15964 1.1 0.3 0.1
H 27.85672 -2.17309 -12.83785 0.1 0.0 0.3
H 30.45732 0.71099 -9.42446 0.0 -0.2 0.0
H 32.57492 0.78869 -8.19992 0.2 -0.3 0.1
C 30.39147 -0.34114 -3.26915 1.2 0.9 -0.5
H 30.34152 -0.14522 -0.98794 -0.2 -0.1 -0.2
H 28.33337 0.39509 -12.30060 -0.4 0.3 0.0
H 28.14824 6.42558 -10.03078 0.2 -0.2 0.0
C 25.02675 -4.44979 -4.69146 -0.7 -1.9 0.6
H 29.48893 -4.43896 -0.53222 0.3 0.0 0.1
N 26.51254 -1.06211 -10.04515 -0.2 -1.0 0.1
H 32.87291 -1.73498 -7.04170 0.1 0.1 -0.1
H 32.52171 -7.10450 -2.19071 0.1 0.2 0.0
C 21.52823 3.55706 -12.10979 -0.2 0.1 1.6
C 33.18259 4.64602 -4.14090 -0.2 -0.8 2.5
C 29.76373 8.48645 -8.33166 -0.8 2.5 0.8
C 31.97220 -0.10749 -8.20109 -0.9 -0.3 -0.7
H 33.92717 4.48447 -6.08051 0.0 -0.8 -0.5
H 29.10104 11.76386 -4.52891 0.3 -0.2 0.2
C 26.14808 4.43044 -10.36811 -1.1 -0.2 -0.6
H 23.89415 0.10489 -6.21240 -0.1 0.5 -0.5
C 23.49647 -4.56075 -3.04608 -1.1 -2.0 0.5
H 27.79011 3.28725 -1.99170 -0.1 -0.1 -0.2
H 28.61362 2.78488 -8.52948 0.0 0.0 0.0
H 28.46427 2.57844 -11.04844 0.0 0.4 -0.1
H 32.06000 -5.13422 -3.75243 -0.1 -0.1 0.3
H 23.14091 2.71933 -2.89214 -0.2 0.3 -0.2
H 29.15697 6.39080 -7.07039 0.2 0.0 -0.1
H 25.99777 -1.16102 -9.18182 -0.2 0.1 -0.2
C 30.85147 -0.32331 -1.92316 1.7 -1.3 0.1
C 31.11108 -6.01351 -0.84769 -1.2 0.1 0.0
C 29.35875 2.87773 -10.52240 -1.9 -1.1 -0.2
C 28.65129 -5.11945 -7.66763 0.0 0.9 0.3
H 29.24234 -7.22890 -5.23992 0.1 0.1 0.0
H 26.69246 6.33162 -7.47442 0.0 -0.3 0.0
H 27.73311 8.75096 -9.33275 0.1 -0.1 0.4
C 31.48496 2.94365 -9.90058 1.2 0.7 1.5
H 25.80188 2.42359 -7.07906 0.1 0.2 0.1
C 25.52459 5.01329 -9.28521 0.5 -1.0 0.0
H 21.63509 2.77432 -12.84621 0.2 0.2 0.1
H 26.55776 3.43983 -10.49949 -0.3 0.1 0.0
H 25.56480 7.40727 -11.55899 -0.2 -0.1 0.1
N 30.78442 -0.09376 -8.90921 1.1 0.3 0.1
C 21.50462 6.80200 -7.54496 -2.7 0.9 -1.1
C 26.75844 2.10139 -6.69488 1.0 -0.1 -0.9
H 29.93644 9.34729 -7.70275 -0.2 0.3 -0.3
C 27.10122 6.07208 -6.50904 -0.9 0.8 -3.0
C 30.67342 7.45476 -8.39683 0.6 -1.8 -0.3
H 25.39769 5.65883 -5.06209 -0.1 0.1 -0.8
H 25.52604 3.42446 -0.55751 0.3 0.1 0.1
C 30.92144 -2.11875 -7.97533 -1.0 0.7 -1.7
H 31.59715 1.87077 -3.67055 0.1 -0.1 0.0
C 22.62049 6.68688 -6.76146 1.8 0.3 0.8
```
Positions in Å, forces in eV/Å.